# 1
Below is C52H38Cl4IN3O3PtTe2 as an isolated structure, with properties calculated with ωB97M-V with the def2-TZVPD basis set.

Last column: Löwdin charge in e.
Element x y z (Å)
Pt: -0.317 -0.207 -0.295  1.00
C: 0.386 -1.771 6.834  -0.03
C: 0.337 -1.695 5.326  -0.24
C: 1.021 -2.604 4.517  0.06
C: 1.026 -2.507 3.140  -0.09
C: 1.883 -3.494 2.411  -0.30
O: 1.843 -4.669 2.707  0.12
C: 2.893 -2.994 1.431  -0.16
C: 3.484 -3.895 0.554  -0.02
C: 4.517 -3.482 -0.272  -0.07
C: 4.970 -2.167 -0.217  -0.08
C: 4.384 -1.266 0.662  -0.08
C: 3.345 -1.679 1.484  -0.04
C: 0.253 -1.547 2.465  -0.32
O: 0.209 -1.645 1.164  -0.25
C: -0.465 -0.611 3.263  -0.08
C: -0.368 -0.712 4.677  0.03
C: -1.331 0.435 2.727  -0.19
N: -1.441 0.729 1.459  -0.02
C: -2.322 1.815 1.006  -0.28
C: -3.818 1.542 1.151  -0.38
Te: -4.542 -0.213 0.199  1.76
C: -4.341 -1.671 1.682  -0.51
C: -5.506 -2.205 2.224  -0.13
C: -5.390 -3.163 3.221  -0.05
C: -4.135 -3.592 3.638  -0.03
C: -2.981 -3.062 3.070  -0.03
C: -3.074 -2.089 2.086  -0.14
C: -2.097 1.248 3.743  -0.22
C: -3.164 0.690 4.444  -0.05
C: -3.890 1.462 5.340  -0.05
C: -3.544 2.789 5.562  -0.05
C: -2.452 3.334 4.902  -0.05
C: -1.732 2.565 3.996  -0.03
H: 1.079 -2.540 7.168  0.08
H: -0.596 -2.004 7.251  0.08
H: 0.703 -0.821 7.267  0.09
H: 1.612 -3.393 4.968  0.14
H: 3.148 -4.924 0.560  0.12
H: 4.995 -4.189 -0.937  0.11
H: 5.789 -1.852 -0.851  0.11
H: 4.760 -0.251 0.728  0.09
H: 2.909 -0.990 2.200  0.10
H: -0.880 0.016 5.290  0.12
H: -2.097 1.998 -0.040  0.08
H: -2.137 2.746 1.541  0.12
H: -4.390 2.353 0.694  0.07
H: -4.127 1.413 2.186  0.05
H: -6.488 -1.888 1.891  0.10
H: -6.285 -3.575 3.669  0.12
H: -4.055 -4.344 4.412  0.12
H: -2.003 -3.389 3.403  0.12
H: -2.173 -1.648 1.680  0.06
H: -3.407 -0.354 4.311  0.11
H: -4.719 1.020 5.879  0.11
H: -4.107 3.388 6.265  0.12
H: -2.151 4.354 5.101  0.12
H: -0.865 2.991 3.501  0.12
Cl: -5.213 -2.546 -4.826  0.84
C: -4.177 -1.549 -3.921  -0.57
C: -4.206 -0.182 -4.147  -0.15
C: -3.365 0.665 -3.450  -0.64
I: -3.430 2.698 -3.758  1.09
C: -2.427 0.155 -2.478  -0.48
O: -1.644 0.897 -1.857  -0.14
C: -2.455 -1.297 -2.221  -0.24
N: -1.607 -1.767 -1.288  -0.02
C: -1.528 -3.069 -1.067  -0.10
C: -2.328 -3.985 -1.758  0.02
C: -3.222 -3.520 -2.689  0.02
C: -3.297 -2.140 -2.945  -0.18
H: -4.894 0.215 -4.882  0.11
H: -0.819 -3.379 -0.306  0.12
H: -2.236 -5.042 -1.547  0.13
H: -3.863 -4.203 -3.229  0.11
Te: 1.568 -1.624 -2.168  1.44
C: 3.297 -1.468 -3.390  -0.51
C: 3.850 -0.241 -3.730  -0.13
C: 4.930 -0.203 -4.601  -0.07
C: 5.449 -1.382 -5.120  -0.06
C: 4.889 -2.603 -4.775  -0.07
C: 3.808 -2.653 -3.902  -0.15
C: 0.404 -0.939 -3.805  -0.52
C: -0.126 -1.850 -4.714  -0.13
C: -0.815 -1.397 -5.834  -0.07
C: -0.964 -0.033 -6.053  -0.07
C: -0.425 0.878 -5.153  -0.10
C: 0.255 0.426 -4.027  -0.16
H: 3.446 0.679 -3.327  0.10
H: 5.366 0.750 -4.873  0.11
H: 6.296 -1.347 -5.794  0.11
H: 5.289 -3.521 -5.185  0.11
H: 3.371 -3.605 -3.632  0.09
H: 0.013 -2.915 -4.560  0.10
H: -1.210 -2.109 -6.548  0.11
H: -1.487 0.321 -6.933  0.11
H: -0.525 1.942 -5.330  0.10
H: 0.668 1.142 -3.326  0.09
Cl: 2.095 4.531 1.251  0.66
C: 2.815 2.933 1.090  -1.63
Cl: 4.296 2.993 0.156  0.68
Cl: 3.087 2.198 2.668  0.67
C: 1.854 2.071 0.380  -0.31
N: 1.111 1.402 -0.174  0.10

Output
2S+1: 5
Gap between HOMO and LUMO (alpha / beta) in eV: 6.29 / 3.61
Total charge: +2
Energy above the lowest of the compared OMol25 structures with the same formula, charge and spin in eV: 0.000
Highest occupied orbital energy (alpha / beta) in eV: -12.087 / -12.189

---

# 2
Below is C52H40ClN6OPdS3 as an isolated structure, with properties calculated with ωB97M-V with the def2-TZVPD basis set.

Last column: Löwdin charge in e.
Element x y z (Å)
Pd: 0.717 -1.666 1.539  1.00
Cl: -5.614 -3.489 4.603  0.85
C: -4.265 -3.348 3.596  -0.62
C: -4.370 -3.682 2.226  -0.05
C: -3.280 -3.546 1.434  0.04
C: -2.016 -3.034 1.926  -0.31
O: -1.103 -2.847 1.087  -0.07
C: -1.912 -2.783 3.368  -0.09
C: -0.687 -2.475 4.098  -0.06
N: 0.465 -2.292 3.591  0.02
C: 1.623 -2.110 4.383  -0.18
C: 1.757 -2.549 5.675  0.02
C: 2.949 -2.342 6.394  -0.02
C: 4.013 -1.719 5.808  0.01
C: 3.931 -1.292 4.463  -0.13
C: 5.014 -0.691 3.786  0.04
C: 4.884 -0.337 2.472  -0.02
C: 3.663 -0.575 1.828  -0.11
N: 2.628 -1.113 2.437  0.00
C: 2.733 -1.489 3.745  -0.14
C: -3.037 -2.936 4.140  -0.02
H: -5.312 -4.047 1.839  0.13
H: -3.305 -3.808 0.386  0.12
H: -0.814 -2.434 5.181  0.14
H: 0.955 -3.092 6.158  0.12
H: 3.016 -2.697 7.412  0.13
H: 4.935 -1.566 6.353  0.13
H: 5.944 -0.530 4.318  0.14
H: 5.700 0.110 1.922  0.12
H: 3.525 -0.306 0.785  0.09
H: -2.991 -2.758 5.207  0.13
N: 1.151 -1.362 -0.522  -0.18
S: 1.207 -0.627 -1.866  0.86
N: 0.401 0.710 -2.146  -0.35
S: -1.150 0.830 -1.823  0.90
N: -1.632 0.794 -0.387  -0.35
S: -0.976 1.096 1.103  0.80
N: -0.611 -0.047 1.946  -0.33
C: -2.277 2.049 1.826  -0.31
C: -3.177 2.773 1.058  -0.06
C: -4.123 3.551 1.707  -0.04
C: -4.155 3.599 3.095  -0.04
C: -3.246 2.866 3.847  -0.04
C: -2.293 2.084 3.214  -0.06
C: 0.316 2.296 0.811  -0.31
C: 0.103 3.425 0.031  -0.07
C: 1.112 4.371 -0.063  -0.04
C: 2.305 4.189 0.629  -0.05
C: 2.496 3.060 1.415  -0.05
C: 1.490 2.108 1.519  -0.07
C: -2.048 -0.437 -2.657  -0.32
C: -2.054 -0.406 -4.050  -0.05
C: -2.683 -1.433 -4.726  -0.03
C: -3.295 -2.461 -4.013  -0.03
C: -3.276 -2.470 -2.626  -0.04
C: -2.644 -1.451 -1.926  -0.05
C: -1.556 2.323 -2.661  -0.35
C: -2.907 2.657 -2.681  -0.07
C: -3.285 3.842 -3.287  -0.03
C: -2.320 4.670 -3.852  -0.02
C: -0.976 4.318 -3.823  -0.03
C: -0.578 3.133 -3.225  -0.06
C: 2.880 -0.101 -1.952  -0.33
C: 3.836 -1.062 -2.271  -0.04
C: 5.163 -0.677 -2.280  -0.03
C: 5.508 0.635 -1.959  -0.02
C: 4.535 1.569 -1.623  -0.03
C: 3.197 1.208 -1.608  -0.06
C: 0.899 -1.751 -3.189  -0.35
C: 1.150 -1.306 -4.483  -0.06
C: 0.923 -2.184 -5.528  -0.03
C: 0.434 -3.462 -5.268  -0.02
C: 0.175 -3.875 -3.966  -0.03
C: 0.418 -3.019 -2.902  -0.05
H: -3.157 2.722 -0.020  0.08
H: -4.839 4.119 1.128  0.12
H: -4.894 4.211 3.594  0.12
H: -3.276 2.906 4.927  0.12
H: -1.578 1.502 3.780  0.11
H: -0.841 3.586 -0.474  0.11
H: 0.958 5.264 -0.655  0.12
H: 3.076 4.946 0.572  0.12
H: 3.415 2.934 1.973  0.12
H: 1.595 1.243 2.156  0.08
H: -1.588 0.409 -4.591  0.13
H: -2.715 -1.426 -5.807  0.13
H: -3.802 -3.253 -4.548  0.13
H: -3.778 -3.263 -2.088  0.11
H: -2.624 -1.424 -0.846  0.10
H: -3.648 1.997 -2.246  0.13
H: -4.329 4.117 -3.325  0.13
H: -2.622 5.594 -4.327  0.13
H: -0.236 4.964 -4.276  0.12
H: 0.462 2.839 -3.203  0.11
H: 3.545 -2.075 -2.523  0.13
H: 5.928 -1.393 -2.545  0.13
H: 6.549 0.929 -1.974  0.13
H: 4.816 2.584 -1.378  0.12
H: 2.423 1.919 -1.351  0.10
H: 1.528 -0.308 -4.667  0.13
H: 1.133 -1.877 -6.543  0.13
H: 0.262 -4.144 -6.089  0.13
H: -0.198 -4.872 -3.776  0.13
H: 0.253 -3.332 -1.879  0.11

Output
2S+1: 5
Gap between HOMO and LUMO (alpha / beta) in eV: 7.71 / 5.50
Total charge: +3
Energy above the lowest of the compared OMol25 structures with the same formula, charge and spin in eV: 0.091
Highest occupied orbital energy (alpha / beta) in eV: -15.114 / -15.364